ORCA calculation (ωB97M-V/def2-TZVPD) on an isolated ion of composition C3H9N4 and charge +1 at a distorted geometry.

Last column: Mulliken charge in e.
Geometry (Å):
1 N -1.03 0.55 1.64  -0.403
2 C -0.58 -0.73 1.30  -0.265
3 N 0.38 -0.65 -0.06  0.157
4 C 1.15 0.69 -0.26  -0.290
5 N 0.96 1.00 -1.61  -0.402
6 C 0.02 0.32 -2.09  -0.152
7 N -0.50 -0.67 -1.16  -0.461
8 H -0.32 1.26 1.86  0.259
9 H -1.80 0.89 1.35  0.152
10 H -1.38 -1.34 0.95  0.397
11 H -0.01 -1.13 2.14  0.302
12 H 1.18 -1.24 -0.03  0.375
13 H 2.15 0.60 0.24  0.377
14 H 0.74 1.48 0.41  0.232
15 H -0.37 0.54 -3.03  0.448
16 H -0.60 -1.57 -1.65  0.274

Results
Energy relative to the best compared isomer or geometry (same formula, charge and spin) (kJ/mol): 343.1
SMILES: NC[N@@H+]1CN=CN1
Orbital gap (eV): 11.4
Charge: +1